Entry 1:
17
Properties=species:S:1:pos:R:3 method="wB97M-V/def2-TZVPD" charge=-1 largest_force_ha_per_bohr=0.10280 homo_energy_ev="-3.9 / -4.0" de_lowest_kj_mol=476.7 e_lumo_ev="2.5 / 2.0"
O 0.9630 2.3801 -0.7027
O -0.0139 1.7239 -2.4700
O 0.7969 2.7666 1.8116
O 1.9140 0.9031 1.1104
N 0.3491 1.4496 -1.3418
N -2.2937 -0.8045 0.6985
C -0.5241 -0.9142 -1.5754
C -1.3991 -1.0749 1.4844
C 1.3153 1.8885 1.2606
C -0.1451 0.3555 -0.9247
C -0.1002 -1.2314 1.1103
C 0.3878 -0.7729 -0.1523
H 0.0386 -0.9993 -2.5371
H -1.7282 -1.4774 2.4825
H -1.5740 -1.1754 -1.4060
H 1.3808 -1.1352 -0.4973
H 0.6328 -1.8820 1.6490

Entry 2:
8
Properties=species:S:1:pos:R:3 method="wB97M-V/def2-TZVPD" largest_force_ha_per_bohr=0.07541 homo_energy_ev="-8.5 / -8.4" de_lowest_kj_mol=129.0 e_lumo_ev="-0.7 / -0.7"
P -0.5246 -1.4636 -0.4951
P -1.5469 0.3748 -0.2754
N -2.3513 -0.2407 0.8542
N 0.8387 -1.1917 0.4311
H -2.0623 1.0275 -1.4760
H 1.3120 -1.9148 1.0245
H 0.9218 -0.2664 1.0423
H -0.6371 1.2990 -0.0936

Entry 3:
76
Properties=species:S:1:pos:R:3 method="wB97M-V/def2-TZVPD" charge=-2 largest_force_ha_per_bohr=0.15965 homo_energy_ev="-0.5 / -0.6" de_lowest_kj_mol=1258.8 e_lumo_ev="1.6 / 1.6"
I 9.9997 10.4793 6.0026
I 7.4857 7.9687 6.1292
Ca 0.8975 3.1504 -3.7978
S 5.4124 4.1226 -2.7179
S -1.8164 7.5409 -3.8612
O -0.9015 8.3918 -4.7277
N -3.5749 -4.8039 2.2764
N -1.4378 -4.6363 1.4637
N -0.1308 -2.7313 0.1785
N -0.7658 1.8761 -2.6550
N 2.9979 2.7906 -2.9748
N -0.1220 -0.5451 -0.4629
N -1.8520 -0.6670 1.3744
N 0.5128 -5.2299 0.2445
N -3.0318 -2.4887 2.0473
C 0.4346 -4.0919 -0.2391
C -3.6890 -4.6204 -0.8823
C -1.0072 -0.0661 0.5274
C -2.3528 -5.2960 2.5154
C -0.5905 3.3077 2.4669
C -0.4065 -5.4009 1.2811
C -0.9818 7.3831 -2.1819
C 0.6087 -7.2867 3.0315
C -2.8367 -1.9415 -1.7043
C 1.5126 -3.5972 -1.3020
C 3.1251 -2.0099 -2.8560
C 3.9957 3.3692 -2.9508
C -3.2934 -2.9196 -2.7273
C -2.8684 -2.3587 -0.3054
C -2.5426 -1.6439 1.0434
C -0.6351 3.7552 0.2096
C 2.2758 -4.2923 -2.3701
C 0.2031 -7.8646 4.3474
C -0.6167 4.2892 1.5327
C 0.3593 -1.8194 -0.4939
C 9.2741 8.6295 5.1144
C -0.6910 1.4673 0.7881
C -0.5079 2.0935 -1.4946
C -0.4026 -6.6271 2.2650
C -3.4815 -3.5770 0.0307
C -1.7847 -6.4937 2.9345
C -3.5327 -3.6584 1.5591
C -2.9880 8.7885 -3.3959
C 3.1731 -3.4489 -3.0164
C -1.8940 -6.7991 4.2367
C -0.9338 -7.4268 5.0332
C -3.5653 -4.2703 -2.2317
C -0.6590 1.9715 2.0973
C -0.5064 2.4617 -0.2042
C 1.4862 -2.2549 -1.3681
C 2.2553 -1.3536 -2.0297
H -0.8484 1.2464 2.8798
H 9.9803 7.8508 5.0780
H -0.5571 4.5343 -0.5567
H -1.3510 -7.8198 5.9768
H -3.6032 -5.6822 -0.9271
H -0.1823 6.6943 -2.2646
H -0.5860 8.4187 -2.1315
H -0.7519 4.4478 -4.6257
H 1.9952 -5.3404 -2.5893
H 2.1237 -0.3494 -2.3473
H -2.8678 -6.7421 4.8230
H -1.7950 7.1765 -1.4747
H -2.2815 9.3834 -2.8256
H -3.7877 8.3352 -2.7760
H -0.6032 5.3931 1.6817
H 1.0651 -8.5105 4.6670
H 3.7316 -1.5095 -3.4882
H -3.8316 -5.1030 -2.9536
H -3.2327 9.2044 -4.3727
H -3.2383 -3.0328 -3.8215
H -0.7208 3.3670 3.5682
H 1.6234 -7.6918 2.5812
H 3.7133 -3.8753 -3.9174
H -2.4913 -0.9272 -2.0896
H 8.8881 8.9164 4.1254

Entry 4:
8
Properties=species:S:1:pos:R:3 method="wB97M-V/def2-TZVPD" largest_force_ha_per_bohr=0.04414 homo_energy_ev=-11.0 de_lowest_kj_mol=116.6 smiles="NC(=O)OO" e_lumo_ev=0.7
O 1.0857 0.1324 -1.7222
O 0.3587 1.4740 0.5095
O 0.2649 -0.4939 -0.7365
N -0.8983 -0.4168 1.1204
C -0.0193 0.3522 0.3516
H 2.0185 0.1175 -1.5388
H -1.7315 0.1356 1.4010
H -1.0787 -1.3011 0.6152